Density functional theory data (ωB97M-V/def2-TZVPD) for a molecular structure, C31H42BrIrN5O4PS2 at a distorted geometry.

Computed properties:
* HOMO level (alpha / beta): -16.17 / -16.05 eV
* ⟨S²⟩: 0.778
* energy relative to the best compared isomer or geometry (same formula, charge and spin): 206.1 kJ/mol
* multiplicity: 2
* charge: +3
* DFT total energy: -152285.0159 eV
* E_LUMO (alpha / beta): -8.857 / -10.694 eV

Each line ends with the Mulliken charge.
CARTESIAN COORDINATES (ANGSTROEM)
Ir 0.09223 -0.08935 -0.34474  1.43
O -0.25112 2.80466 3.42245  -0.64
C -0.99931 3.72760 2.82039  0.40
C -1.53288 4.74734 3.60177  -0.83
C -2.27966 5.72897 2.99988  -0.32
C -2.52831 5.73364 1.60362  -0.88
C -2.03255 4.73599 0.82850  -0.43
C -1.26124 3.68118 1.41330  0.45
C -0.78715 2.59209 0.64087  1.08
O -0.09526 1.62296 1.13940  -1.10
N -1.10613 2.58547 -0.69212  -0.63
N -0.66043 1.51885 -1.36560  1.49
C -0.75897 1.76645 -2.69994  -0.10
S 0.03310 0.79504 -3.85169  0.09
C -0.85200 1.49797 -5.27180  -0.65
C -1.02346 2.97246 -4.97922  -0.70
S -1.59735 3.13600 -3.26514  0.13
H 0.10629 2.21510 2.73315  0.34
H -1.32960 4.75329 4.66391  0.51
H -2.68089 6.53089 3.60697  0.43
H -3.11102 6.53239 1.16741  0.47
H -2.20762 4.72476 -0.23718  0.50
H -1.80641 0.97920 -5.36738  0.27
H -0.25324 1.32124 -6.16450  0.60
H -1.76277 3.43745 -5.62967  0.48
H -0.08176 3.51394 -5.06481  0.36
C 1.64478 -2.03794 4.27790  -0.87
O 1.97676 -1.67711 2.90495  -0.35
C 1.07392 -1.25713 2.08607  0.54
O 1.44442 -0.93692 0.92150  -1.06
N -0.20913 -1.15615 2.44475  -0.17
N -1.13470 -0.66433 1.50293  -0.80
H 2.59116 -2.28448 4.74236  0.27
H 0.98880 -2.90697 4.27133  0.37
H 1.19986 -1.18294 4.78597  0.37
H -0.53596 -1.38075 3.37200  0.31
H -1.58723 0.14924 1.91048  0.49
H -1.81420 -1.40431 1.32954  0.29
Br 5.77165 1.10824 -3.61365  -0.01
C 4.21159 0.76984 -2.68675  -0.07
C 3.75374 -0.53174 -2.51896  -0.87
C 2.57285 -0.74382 -1.84621  -0.26
N 1.81568 0.26334 -1.37103  0.46
C 2.30784 1.52183 -1.47196  -0.04
C 3.48930 1.80890 -2.11195  -0.88
H 4.31771 -1.37522 -2.89226  0.56
H 2.22806 -1.74208 -1.64178  0.52
H 1.74763 2.30632 -0.98663  0.34
H 3.84495 2.82891 -2.15386  0.54
C -1.44148 -4.27926 -2.92257  -1.69
C -0.89503 -2.84606 -3.05731  2.07
C -1.48973 -2.24151 -4.33741  -1.87
C 0.61632 -2.95378 -3.24323  -1.56
P -1.25037 -1.84140 -1.44019  0.96
C -1.03517 -3.15509 -0.17015  0.89
C 0.25299 -3.50156 0.24684  -0.77
C 0.46619 -4.55386 1.12664  -0.90
C -0.61042 -5.27593 1.62375  -0.88
C -1.89787 -4.94197 1.22963  -0.96
C -2.10672 -3.90010 0.33697  -0.34
C -3.09193 -1.27712 -1.50159  2.04
C -3.64438 -0.83972 -0.13920  -1.72
C -3.22243 -0.04764 -2.41053  -1.79
C -4.03768 -2.35935 -2.05275  -1.80
H -1.15021 -4.80344 -3.83607  0.57
H -2.51871 -4.33706 -2.85418  0.30
H -1.00094 -4.82213 -2.09002  0.32
H -1.08383 -2.79996 -5.18439  0.59
H -1.22448 -1.20062 -4.47364  0.12
H -2.56794 -2.33846 -4.38911  0.27
H 0.80275 -3.61827 -4.08987  0.70
H 1.12019 -3.39083 -2.37955  0.27
H 1.05216 -1.98614 -3.48542  0.27
H 1.11372 -2.97137 -0.13630  0.23
H 1.47767 -4.81910 1.40946  0.60
H -0.44741 -6.10403 2.30113  0.46
H -2.74548 -5.50414 1.59933  0.52
H -3.12132 -3.68526 0.04579  0.23
H -3.08002 0.00371 0.26319  0.09
H -3.70612 -1.65198 0.58916  0.27
H -4.66069 -0.47458 -0.29407  0.63
H -2.70681 0.81382 -1.99527  0.29
H -4.28255 0.20764 -2.46452  0.65
H -2.87835 -0.22542 -3.42690  0.29
H -4.00212 -3.30935 -1.53563  0.25
H -3.89287 -2.54181 -3.10914  0.35
H -5.05170 -1.96940 -1.93436  0.63

Forces on atoms 1 to 3 (eV/Å):
-0.613 0.631 1.128
-0.153 0.162 -0.037
0.162 -0.183 0.055